(1)
72
Properties=species:S:1:pos:R:3:forces:R:3 method="wB97M-V/def2-TZVPD" total_charge=+2 e_lumo_ev="-8.05 / -8.05" mol_weight_g_mol=809.68 e_homo_ev="-12.8 / -12.8" fmax_ev_per_a=2.10 energy_ev=-289640.8445
Pd 0.0873 -0.0763 -0.5094 -0.909 0.645 -0.086
H -4.2976 7.5414 -1.6127 -0.048 0.090 0.064
As -0.6194 -2.2788 -1.2325 1.626 -0.924 -0.947
O -0.3304 0.3404 1.9361 -0.288 0.309 -0.300
H 3.6315 -3.4991 -2.5034 0.075 0.057 -0.022
H 3.9495 -4.7253 -0.4869 0.003 -0.015 -0.116
C -2.2669 -3.3305 -1.0219 -0.371 0.650 0.451
H -2.9032 4.8784 2.3914 -0.040 0.118 0.108
H 4.3861 0.1869 0.6092 -0.193 -0.179 -0.220
H 3.6598 0.9111 -2.6400 0.015 -0.050 0.037
H 0.2500 -1.4292 -3.4618 -0.157 -0.233 0.034
C 2.8959 -4.6975 -0.1984 0.227 -0.109 0.471
H 5.3311 -4.2098 1.5216 0.108 0.004 -0.007
H 2.1617 -4.4034 -2.8244 -0.046 -0.056 -0.109
C -3.8468 6.7500 -3.5597 -0.029 0.041 0.156
C -3.2922 5.6296 -1.5584 0.147 -0.283 -1.024
H 4.2986 -6.8043 1.4061 0.055 -0.078 -0.011
H 0.6192 -1.2767 2.6779 -0.089 0.147 0.108
H -2.3881 -3.6761 0.0060 0.128 0.087 -0.077
C 0.7006 -3.6527 -0.6573 -0.357 0.268 0.330
C 2.2139 -3.4896 -0.8631 0.053 0.174 -0.282
H 4.8918 -4.2837 3.2309 -0.033 -0.034 0.047
N -2.2772 3.6525 -1.3987 0.025 -0.020 0.440
C -2.5186 4.0898 -0.1544 -0.019 0.048 -0.289
H -2.2363 -4.1950 -1.6929 0.353 0.261 0.006
C 0.1032 -0.3963 3.0708 0.168 -0.255 0.268
H 4.6362 -0.4844 -2.1341 -0.212 -0.060 0.223
H -1.8334 2.7477 -1.5511 -0.098 0.187 0.158
C -2.3939 3.9332 2.2991 0.147 -0.183 0.192
H 4.5192 -2.8353 2.3026 -0.103 0.018 -0.027
C -3.2802 5.7097 -4.3008 0.022 -0.056 -0.049
C -2.7319 4.5752 -2.3092 -0.520 0.987 -0.058
C 4.5793 -3.9207 2.2542 -0.096 -0.214 -0.273
As 2.4102 -0.4274 -0.9145 0.854 -1.617 0.703
C 3.3813 0.5853 0.4463 -0.448 0.516 0.056
H 2.4544 -2.2009 0.8428 0.160 0.159 -0.185
C -2.1349 3.3898 1.0374 0.301 -0.993 0.446
H 2.4328 -5.6184 -0.5582 0.013 -0.060 0.019
C -1.0432 1.4895 2.1350 -0.097 0.472 -0.625
O -1.3004 1.5627 -0.2250 1.086 -1.174 -1.127
H 2.1284 -2.6319 -2.8522 0.004 -0.044 -0.164
H 3.6632 -6.8170 3.0569 -0.017 0.081 0.051
H 3.4702 1.6254 0.1236 -0.012 -0.093 0.034
H 3.8925 -2.3338 -0.1947 -0.151 0.126 0.016
H -3.4396 5.8388 0.5545 0.070 -0.111 -0.056
C -1.3108 2.0498 3.3622 -0.072 0.136 0.016
H 2.8282 0.5690 1.3875 0.043 -0.057 -0.081
C 3.6349 -0.1579 -2.4237 -0.545 0.269 -0.292
C -0.4859 -2.1935 -3.1903 -0.074 0.332 0.091
C -3.8617 6.7340 -2.1788 0.037 -0.073 0.077
H 0.5084 -3.7928 0.4184 -0.072 0.018 -0.232
H -2.2760 3.8058 -4.2681 0.033 -0.086 -0.114
H 0.3805 -4.5685 -1.1678 -0.058 0.099 0.046
C 2.5531 -3.5042 -2.3539 -0.065 0.055 0.155
H 2.6295 -7.3131 1.7206 -0.101 0.054 -0.043
C -2.0007 3.2647 3.4398 -0.108 0.180 0.047
C 3.4153 -6.6230 2.0159 0.175 0.061 -0.167
C 2.7986 -2.2356 -0.2036 -0.074 0.244 0.076
H -0.7475 -0.7161 3.6781 0.062 0.045 -0.049
Br -2.3800 4.0056 5.1471 0.096 -0.169 -0.378
H -3.2922 5.7760 -5.3759 0.017 -0.020 -0.144
H 0.7942 0.1956 3.6784 -0.069 -0.052 -0.041
C -2.7135 4.6073 -3.6960 -0.006 -0.035 0.126
H 3.3336 -0.6809 -3.3292 -0.076 -0.041 0.122
H -0.9940 1.5805 4.2786 0.048 -0.099 0.082
As 2.8488 -4.7643 1.8115 -0.292 0.173 0.052
C -1.4823 2.1209 0.9149 -0.541 0.768 1.749
H -1.4550 -1.8869 -3.5908 0.065 -0.024 0.076
H -3.1315 -2.7150 -1.2820 0.132 -0.056 0.020
N -3.1349 5.2847 -0.2321 0.182 -0.391 0.272
H -4.2857 7.5870 -4.0808 -0.012 0.056 -0.022
H -0.2093 -3.1529 -3.6296 -0.032 0.006 0.191



(2)
83
Properties=species:S:1:pos:R:3:forces:R:3 method="wB97M-V/def2-TZVPD" total_charge=0 e_lumo_ev=-0.75 mol_weight_g_mol=992.09 e_homo_ev=-4.2 fmax_ev_per_a=6.25 energy_ev=-212354.3403
H 1.6888 -3.3423 3.2507 0.632 0.192 -0.086
H -4.7917 1.8742 5.7283 0.104 0.243 -1.001
H -2.8717 -5.1798 -1.5854 -0.240 -0.047 0.135
H -3.1051 -3.9945 -2.8687 0.709 -0.186 0.608
C -0.1270 -4.9209 -0.2950 -0.195 0.491 1.108
H -3.5910 -1.9541 -3.2196 -0.534 -0.351 -0.095
N 4.0718 -1.3477 4.3300 -1.928 -0.702 -1.379
C 3.3838 2.9822 4.4166 0.372 0.160 0.710
H 4.4649 1.4224 5.3669 -0.561 0.097 -0.684
C -0.6952 -0.2050 -5.0555 1.052 0.408 0.335
O -1.8783 7.4055 -1.6577 0.010 -0.642 -0.322
H 2.8419 0.8634 -2.5479 0.470 -0.064 -0.261
H -2.8658 -3.4579 -1.2099 -0.028 0.390 0.444
H 4.9680 -1.0421 4.6162 0.693 0.172 0.232
C -0.3714 -5.9537 -3.0420 0.205 0.035 -0.915
H -1.2302 5.2874 2.9770 -0.105 -1.079 0.081
O -0.4822 3.0617 2.2192 -0.439 0.701 0.590
C 3.0768 -0.5521 3.7900 -0.895 -0.727 -0.165
H 5.8262 -1.1960 0.0802 -0.231 0.066 -0.227
H -2.6160 -2.8744 -5.6744 -0.549 0.246 -0.544
C -0.1403 5.8424 -1.2207 0.023 -1.606 -1.079
H 3.7734 3.7700 5.0144 0.255 0.541 0.036
C -4.1507 0.4657 4.2298 1.188 1.222 1.007
H -0.1783 -4.0660 0.4093 -0.118 -0.162 -0.413
C 0.3716 4.5174 -1.4488 -2.027 1.430 0.211
C -3.0760 0.1322 3.3676 -1.263 0.857 0.226
H -3.6584 -2.9699 2.7817 -0.264 1.477 -0.617
S 3.3479 0.0077 -0.2570 0.731 0.009 -0.078
N 2.1161 1.6130 3.1575 0.863 0.137 1.513
H 0.8978 -5.2826 -0.1737 -0.017 -0.121 -0.419
C -4.0999 1.7401 4.8715 -1.512 -1.421 0.715
C -2.5410 -4.1927 -1.9239 -0.571 -0.600 -0.849
H -0.8018 -5.6754 0.1281 0.049 -0.160 -0.127
N -0.3638 3.5225 -1.9096 0.570 0.100 -0.062
H -1.4855 0.1431 -5.7053 -0.253 0.035 -0.441
H -4.9548 -0.1973 4.5262 0.259 -0.190 -0.253
Si -1.2367 -1.6836 -4.0110 1.309 -0.438 0.665
H 6.5007 -1.2561 -1.4939 -0.842 0.562 0.476
H 0.4750 6.5726 -0.7364 0.066 0.363 0.059
O -1.9576 -1.4577 1.8871 -3.892 1.169 3.262
Si -0.6695 -4.3915 -2.0273 0.820 0.958 0.058
C -1.6531 -3.0345 -5.2246 0.755 -0.218 -0.651
H 4.2330 -3.5691 4.3758 -0.202 0.886 -0.185
H 1.7607 3.7507 3.2046 0.011 -0.063 -0.209
H -0.4576 0.6333 -4.3876 -0.126 0.000 0.096
H -2.1008 2.9720 -2.8218 -0.407 -0.285 -0.075
N 3.8216 1.6987 4.6194 -0.462 -0.645 0.345
H -0.8573 -3.0665 -6.0137 -0.698 -0.154 0.606
H -2.6092 -0.9924 -2.1278 -0.313 0.119 -0.305
C -2.0821 5.0876 -2.4324 -1.212 0.417 -0.061
C 4.6218 -0.3423 -1.3039 -0.589 0.728 -1.640
O -1.7098 4.5529 3.4240 0.521 0.190 -0.223
C -1.5871 3.8047 -2.3876 1.087 0.561 0.148
H -3.2830 3.7949 4.7114 -0.015 -0.319 0.649
N -2.1559 1.0451 3.1117 0.875 0.728 0.688
H 0.2519 -0.3499 -5.6240 -0.747 -0.217 0.180
C -1.3874 6.1271 -1.7874 0.207 -0.003 0.354
C 2.9695 0.8991 3.8992 0.314 0.042 -1.439
C 2.4065 -2.5504 3.4842 1.490 -1.675 0.357
H -1.7258 -3.9981 -4.7330 0.231 -0.204 -0.002
H 5.2826 -0.4624 -3.2741 -0.632 0.696 0.470
H -3.0732 5.2515 -2.9081 0.812 0.047 0.418
H -0.8803 -5.9517 -4.0221 -0.085 -0.086 0.439
Br 2.1745 4.1969 -1.1088 0.448 -0.307 0.319
H -0.5595 -6.8931 -2.5199 -0.339 0.039 0.097
N 2.0740 -1.2813 3.2608 1.130 1.982 1.158
N 4.5505 -0.0946 -2.6548 0.658 -1.028 1.288
O -3.9605 -2.0165 2.7952 -0.726 -1.697 1.167
N 3.6849 0.9040 -3.1445 -0.782 0.508 -0.119
H -2.7079 7.5147 -2.1546 0.418 -0.247 0.228
C -3.2049 2.7344 4.5166 -0.015 -1.263 -0.004
C 3.6876 -2.6667 4.0624 -1.384 0.108 0.129
C 2.3569 2.9255 3.5523 -0.474 -0.423 -0.663
C -2.8669 -1.1663 -3.1871 0.993 0.364 0.694
H 0.6803 -5.9853 -3.3160 0.327 0.086 0.074
N 5.8145 -0.8176 -0.8570 0.903 -0.935 -0.246
Tl 0.4330 0.8939 0.7710 0.033 -0.561 -0.050
C -1.3265 3.3006 3.0486 0.505 0.131 -0.494
H 3.3657 0.7164 -4.1006 0.297 -0.547 0.509
C -2.9631 -1.1871 2.6309 5.190 -0.341 -3.465
As 0.5677 -2.4113 -2.5500 -1.378 -0.075 -0.512
C -2.1886 2.2605 3.7210 -0.349 -0.084 -2.464
H -3.2612 -0.2579 -3.6320 -0.187 0.181 -0.057



(3)
94
Properties=species:S:1:pos:R:3:forces:R:3 method="wB97M-V/def2-TZVPD" total_charge=0 e_lumo_ev=-1.79 mol_weight_g_mol=1391.34 e_homo_ev=-7.9 fmax_ev_per_a=10.16 energy_ev=-390968.1582
H -3.3544 6.1392 -4.4165 0.176 0.412 0.038
Cl 5.3125 1.6656 -5.4245 -0.042 -0.009 0.106
H 4.2431 3.7610 -5.2175 0.088 -0.218 -0.227
C 4.5339 -2.4206 0.1756 4.419 -8.160 0.428
C 5.3891 -3.4964 0.5629 -7.168 5.495 -4.662
H 2.4636 -1.9606 -0.6977 2.008 1.344 1.005
H 3.7770 -0.8049 -1.3999 -0.404 -1.244 2.240
H -1.4806 3.4147 -10.2453 -0.074 -0.005 0.331
H -4.7569 4.1269 -1.6115 0.084 -0.168 -0.247
H 10.7279 -0.0825 5.6663 -0.260 -0.126 -0.187
H -2.6243 6.5622 1.2917 0.014 -0.058 -0.336
Cl -11.0686 0.0646 -3.7758 0.014 0.001 0.112
H 7.3376 -0.5280 2.0413 -0.320 -0.003 0.057
N -3.0521 -3.4499 -0.1038 2.834 2.268 0.856
Cl -4.4621 3.8739 -3.9409 -0.309 -0.078 -0.057
H 3.9803 0.6616 0.6638 -1.958 -1.916 0.104
H -4.9170 -2.8477 -2.3742 -0.354 0.322 0.217
H -1.6760 -3.6669 6.0255 0.267 0.210 0.006
C 0.3962 -0.2881 0.1464 -1.851 -2.784 1.300
Cl -7.2140 -2.3176 -2.5144 -0.083 -0.186 0.027
H -8.7721 0.6083 -3.8612 -0.223 -0.161 -0.172
H -2.3020 -1.3060 -2.4419 1.245 -0.123 2.335
H -5.5882 -2.3271 -0.8017 -0.065 0.165 -0.302
C -2.6591 5.9761 0.3701 0.056 -0.192 0.416
C -2.9518 7.0698 -4.0090 -0.065 -0.348 0.096
C 4.1746 2.9251 -5.9180 -0.280 0.069 0.210
H -0.1668 4.7655 -5.5070 -0.051 -0.257 0.193
Cl 5.6308 0.9774 2.6717 0.204 0.259 0.194
C -1.6947 -1.2907 -1.4413 3.353 1.385 2.375
H -2.8694 6.9915 -2.9223 0.137 0.129 -0.634
C -1.2087 -2.4594 1.2368 0.165 0.670 -1.132
H 1.8076 1.5734 -0.3239 -0.263 -2.133 1.325
Cl -1.3442 7.3481 -4.6896 0.127 0.017 -0.051
Cl -0.3293 -2.3551 7.4548 -0.114 -0.018 0.064
H -3.0759 4.9875 0.5771 0.125 0.230 -0.173
H 3.0669 -0.5292 1.8286 0.142 0.501 -2.568
Cl 0.8128 -6.9330 11.0445 -0.009 0.102 0.063
Cl -1.0225 3.9800 -3.4508 0.144 0.020 -0.023
Cl -4.0502 8.3959 -4.4089 -0.091 -0.036 0.081
Cl -0.1075 -2.6744 4.5655 0.141 -0.038 0.451
C 1.7083 0.6904 0.4564 -1.089 -0.082 0.736
C -1.3104 3.4618 -9.1670 0.277 -0.003 -0.276
Cl 10.2256 -0.7494 3.4573 0.107 -0.020 0.009
Cl -4.9655 -0.4966 -2.1576 -0.284 -0.635 0.046
C 3.4137 -1.3158 -0.3919 0.598 -0.619 0.241
H 0.6661 -1.4099 2.3446 -1.439 0.362 -2.605
H -0.0373 -4.3512 6.2270 -0.050 0.337 -0.019
C -0.6103 -3.4322 6.0815 -0.058 -0.377 -0.191
Cl -0.7442 -4.2723 -4.4689 -0.031 -0.070 0.065
Cl -1.6859 1.8877 -8.4556 0.074 -0.011 -0.039
C -5.5757 -2.1317 -1.8767 0.204 -0.314 0.307
H -1.4593 3.5517 -5.7317 0.217 -0.072 0.184
Cl 1.3394 -1.6008 11.9547 -0.055 0.071 -0.033
H -0.1019 0.5601 -2.0689 -1.062 -1.925 1.721
Cl -9.2744 -0.0585 -6.0703 0.110 -0.011 0.016
Cl -3.6875 2.0315 -1.8185 0.276 0.670 0.183
H 5.7620 -4.6189 0.7242 -0.913 3.330 -0.396
C -0.4464 -0.2282 -1.2589 -1.955 -3.658 2.790
H -5.8381 2.8807 -2.2987 0.303 0.009 -0.106
C 2.5468 -6.7750 11.3501 0.166 0.286 0.223
Cl 3.0116 -3.0268 10.0392 0.024 0.010 -0.147
H 0.9026 -2.0291 9.6738 0.324 -0.060 0.300
C -0.5711 3.8144 -5.1520 -0.258 0.348 -0.196
C -2.3518 -4.5506 -3.7883 0.065 -0.414 0.243
S -3.0096 -4.3402 1.4001 3.358 4.593 -2.068
C -9.3993 -0.1656 -4.3103 0.267 -0.107 0.192
Cl 3.4619 -8.0089 10.4753 0.096 0.035 0.039
H -9.0556 -1.1517 -3.9885 -0.216 0.327 -0.206
C 1.7908 -1.7664 10.2535 -0.228 0.243 -0.215
C 3.1017 -0.1423 0.7103 0.144 0.676 0.115
C -4.8254 3.2910 -2.3120 -0.199 0.103 0.260
C 0.0178 -1.3672 1.3441 -0.571 0.680 -2.293
H 10.4444 -1.8426 5.5391 -0.202 0.227 -0.162
H 1.4518 1.2228 1.4935 0.579 -1.116 -2.282
Cl -3.6944 6.8039 -0.7995 -0.316 -0.022 0.429
C -2.0052 -2.3515 -0.2006 -0.797 -2.489 2.629
Cl -2.3304 4.7308 -8.4783 0.047 0.104 -0.014
H -2.2694 -4.6288 -2.7016 -0.009 0.183 -0.237
Cl -3.4502 -3.2244 -4.1882 0.072 -0.057 -0.246
H 3.1619 2.5148 -5.9047 0.435 0.091 -0.104
Cl 4.5379 3.5080 -7.5469 -0.097 0.080 -0.002
H -0.2627 3.7010 -8.9689 -0.301 -0.073 0.067
H 2.1951 -0.8153 9.8985 0.002 -0.292 0.177
H 6.9500 -0.6358 3.7827 -0.168 0.212 -0.423
N -1.6645 -3.5303 2.2424 -0.600 2.918 -5.860
H -2.7544 -5.4811 -4.1958 0.097 0.332 -0.017
Cl -1.0163 5.7887 -0.2553 -0.057 -0.043 0.070
H 2.8774 -5.7869 11.0211 -0.160 -0.300 -0.017
C 6.5308 -0.5405 2.7781 0.429 -0.216 0.772
Cl 0.6497 2.5540 -5.3663 -0.068 -0.102 -0.077
C 10.1007 -0.8565 5.2173 0.317 -0.072 0.210
H 2.7311 -6.8880 12.4212 -0.109 -0.089 -0.312
Cl 5.4809 -1.9263 2.4587 0.799 1.694 2.347
Cl 8.4314 -0.6262 5.7518 0.146 -0.010 0.320